This record from the OMol25 dataset describes a molecular structure, C27H49CaN7O2Si3. The level of theory is ωB97M-V with the def2-TZVPD basis set.

```
89
Properties=species:S:1:pos:R:3:forces:R:3:lowdin_charge:R:1
Ca 0.2862 0.3913 0.1800 -0.1 0.4 0.2 1.308
Si -0.8939 -0.0884 -3.0139 0.1 -0.1 0.0 0.358
Si -2.6310 1.1004 -0.7908 0.0 0.2 0.1 0.288
Si -2.5543 -1.9510 -1.2458 0.1 0.1 0.0 0.358
O -1.4220 2.0717 0.0205 -0.2 -0.4 0.0 -0.430
O 2.1171 1.1434 -0.6017 0.2 -0.1 -0.2 -0.466
N 1.2990 -1.6610 0.9280 0.0 -0.4 0.3 0.069
N 2.3439 -5.4470 1.6932 0.0 -0.1 0.0 0.165
N 1.0449 -3.6310 2.2055 0.0 0.0 -0.1 0.174
N 3.0516 -1.5002 -0.5317 -0.1 0.3 0.0 0.191
N -0.7765 -0.5370 2.3082 0.0 -0.2 -0.1 0.054
N 2.7407 -3.5169 0.5321 0.0 -0.1 0.1 0.179
N 1.6988 1.1458 2.4976 -0.1 0.1 -0.2 0.039
C 1.4710 2.3659 2.9750 0.0 0.1 0.1 -0.143
C 3.4926 1.8791 -2.4182 0.1 0.0 -0.1 -0.040
C -3.4879 2.2750 -1.9852 -0.1 0.0 0.1 -0.154
C -1.6317 -3.3368 -2.1407 0.0 0.0 0.1 -0.183
C 0.6528 -1.1845 -3.1974 -0.1 0.0 0.0 -0.173
C 2.3561 3.0494 3.7948 0.0 -0.1 0.0 -0.057
C -4.3043 -1.9680 -1.9584 0.0 0.0 0.0 -0.175
C 2.3945 3.5070 -0.8638 0.0 0.1 0.0 -0.039
C 2.3610 -2.2527 0.3211 0.2 0.2 -0.3 -0.450
C -1.6437 3.4279 0.3388 0.0 0.1 0.0 -0.147
C 3.7854 1.1485 3.6673 -0.1 0.0 0.0 -0.058
C -1.7157 -0.3180 -1.3761 0.0 -0.1 -0.2 -0.517
C 3.0378 2.1233 -0.9786 0.0 -0.1 0.1 -0.751
C 2.0355 -4.1610 1.4543 0.0 0.1 0.0 -0.444
C -2.3093 -0.5305 4.1387 0.0 0.1 -0.1 -0.039
C -2.7163 -2.6818 0.4940 0.0 -0.1 -0.1 -0.168
C -0.3704 -1.7519 2.6795 0.1 -0.2 0.0 -0.228
C -1.9927 -0.4087 -4.5155 0.1 0.0 0.0 -0.181
C 2.8416 0.5589 2.8394 0.1 -0.1 0.0 -0.141
C -3.9592 0.8076 0.5149 0.0 0.1 0.0 -0.153
C 0.7248 -2.3939 1.8773 -0.1 0.0 0.1 -0.303
C -0.9025 -2.4205 3.7726 0.0 0.1 0.0 -0.001
C -1.7208 0.0550 3.0263 -0.1 0.0 0.1 -0.136
C -0.2425 1.6646 -3.2867 -0.1 0.0 0.0 -0.174
C -1.8926 -1.7949 4.5132 0.1 -0.1 0.0 -0.043
C 4.2506 2.0681 -0.0408 0.0 0.0 0.0 -0.042
C 3.5400 2.4228 4.1506 0.0 0.0 0.0 -0.069
H -1.7145 4.0326 -0.5693 0.0 0.0 0.0 0.088
H 0.5310 2.8275 2.6890 0.0 0.0 0.0 0.098
H 1.5254 -0.5688 -3.4210 0.0 0.0 0.0 0.018
H -2.3281 -2.2906 5.3707 0.0 0.0 0.0 0.111
H -3.7376 0.0184 1.2275 0.0 -0.1 0.0 -0.001
H 3.0153 -0.4241 2.4193 0.0 0.0 0.0 0.100
H -4.9810 -1.3296 -1.3893 0.0 0.1 0.1 0.014
H 3.8039 -1.9343 -1.0378 0.0 0.0 0.0 0.114
H -2.5635 3.5571 0.9190 0.0 0.0 0.0 0.081
H -3.0775 0.0004 4.6829 0.0 0.0 0.0 0.110
H 3.1034 4.3079 -1.0887 0.0 0.0 0.0 0.083
H 2.0305 3.6598 0.1565 0.0 0.0 0.0 0.068
H -2.4003 -1.4190 -4.5577 0.0 -0.1 0.0 0.014
H -4.3153 -1.6183 -2.9917 0.0 0.0 -0.1 0.020
H -3.1280 -2.0243 1.2581 0.0 0.1 0.0 0.009
H 2.1175 4.0460 4.1376 0.0 0.0 0.0 0.104
H 0.3104 2.0523 -2.4324 0.0 0.0 0.1 -0.002
H -4.1898 1.6850 -2.5793 0.0 0.0 0.0 0.037
H 5.0441 2.7572 -0.3386 0.0 0.0 0.0 0.082
H 4.2583 2.9199 4.7895 0.0 0.0 0.0 0.108
H 0.5414 -1.9081 -4.0068 0.0 0.0 0.0 0.030
H -2.2032 -4.2582 -2.0022 0.0 0.0 0.0 0.032
H 2.8059 -0.4863 -0.6812 0.0 -0.3 0.1 0.066
H 2.9890 -5.9094 1.0789 0.0 0.0 0.0 0.105
H -3.3692 -3.5565 0.4285 0.0 0.0 0.0 0.035
H -0.8010 3.7948 0.9289 0.0 0.0 0.0 0.070
H 0.8798 -1.7533 -2.2956 0.0 0.0 0.1 -0.002
H -4.9110 0.5690 0.0390 0.0 0.0 -0.1 0.032
H 4.1878 2.6461 -2.7690 0.0 0.0 0.0 0.082
H -2.8361 2.8053 -2.6744 0.1 0.0 0.0 0.015
H 1.7532 -5.9819 2.3025 0.0 0.0 0.0 0.104
H -1.4137 -0.2464 -5.4276 0.0 0.0 -0.1 0.030
H -2.0250 1.0381 2.6885 0.0 0.0 0.0 0.106
H -4.1197 1.7372 1.0705 0.0 0.0 0.0 0.029
H 1.5487 3.6077 -1.5444 0.0 -0.1 0.0 0.068
H 0.4541 1.6388 -4.1280 0.0 0.0 -0.1 0.034
H -1.7496 -3.0454 0.8458 0.1 0.0 0.0 0.011
H -2.8317 0.2891 -4.5276 -0.1 0.0 0.0 0.024
H -4.0786 3.0167 -1.4414 0.0 0.0 0.0 0.034
H 4.0003 0.9148 -2.4969 0.0 -0.1 0.0 0.076
H -1.0229 2.3805 -3.5408 0.0 0.0 0.0 0.016
H 4.6628 1.0570 -0.0302 0.0 0.0 0.0 0.075
H -0.6448 -3.4941 -1.7029 0.1 0.0 0.0 0.021
H 3.9499 2.3139 0.9782 0.0 0.0 0.0 0.059
H -0.5380 -3.4066 4.0127 0.0 0.0 0.0 0.109
H 4.6946 0.6174 3.9098 0.0 0.0 0.0 0.107
H 2.6322 1.8637 -3.0849 -0.1 0.0 0.0 0.059
H -4.7204 -2.9771 -1.9393 0.0 -0.1 0.0 0.027
H -1.4978 -3.1921 -3.2115 0.0 0.1 -0.1 0.017
```
Forces are in eV/Å.

* relative energy (zero: lowest compared OMol25 entry of this formula, charge and spin): 0.000 eV
* multiplicity: 1
* total charge: 0
* orbital gap: 7.0 eV
* calculated total energy: -3138.43514 Ha
* highest occupied orbital energy: -7.2 eV

=====

This record from the OMol25 dataset describes 3 unconnected molecules or ions with the total composition C27H49F7N3O3. The level of theory is ωB97M-V with the def2-TZVPD basis set.

```
89
Properties=species:S:1:pos:R:3:forces:R:3:lowdin_charge:R:1
F -3.0617 -1.3349 1.1227 1.9 4.0 -2.6 0.047
F -3.2562 1.5679 -1.3477 -0.4 -5.3 1.1 0.026
F -4.8526 0.0426 -0.4268 4.7 0.4 -1.8 0.015
F -0.5136 -0.2340 -1.3656 -2.1 -1.6 3.6 0.001
F -0.4959 -1.7681 0.6034 -1.3 3.7 -2.8 0.007
F -2.5359 1.0500 1.2571 -0.3 -4.1 -2.8 0.013
F -3.3143 -0.8380 -2.0246 -0.1 3.8 3.8 0.046
O 0.5522 3.1430 -6.5696 -0.4 1.1 3.5 -0.035
O 0.9980 0.8561 0.0287 0.4 -0.7 2.2 -0.179
O 1.3690 -2.4413 4.4698 0.2 0.3 0.1 -0.352
N 0.1524 -3.1472 4.4453 0.6 0.2 -0.3 -0.187
N -0.0560 0.5883 0.8620 -0.5 -1.6 -2.2 0.159
N 0.2052 3.5615 -5.2722 -0.6 -1.5 -4.9 -0.020
C 2.2265 0.8169 0.8700 2.1 -0.1 0.0 -0.101
C 0.2325 -4.2261 5.4875 -0.3 -0.5 0.3 -0.483
C 3.0973 -1.4668 -0.3776 0.6 -0.6 0.4 -0.338
C -0.7963 -0.9217 3.6375 0.6 -0.4 0.2 -0.071
C -0.6115 2.6190 -3.0771 -0.1 0.3 0.0 -0.047
C 0.0834 5.8465 -6.4536 0.2 -0.9 -0.2 -0.058
C -1.1901 -2.7398 7.0733 0.0 0.0 -0.1 -0.208
C -2.0271 4.6866 -5.8077 0.0 -0.4 -0.2 -0.148
C -0.7550 -5.3699 5.1091 -0.4 -0.1 -0.1 -0.059
C -0.9549 -2.1385 4.6054 -0.7 0.0 0.1 -0.486
C -0.4013 5.6521 -4.0612 0.2 -0.1 0.4 -0.032
C -2.4800 -0.1854 0.3888 -0.6 0.1 1.8 -0.086
C 3.3244 -1.9408 -1.9423 -0.7 -0.6 0.2 -0.125
C 1.6203 -4.9582 5.5394 0.0 0.9 -0.3 -0.080
C -0.5376 2.4261 -4.6179 -0.1 -1.4 1.6 -0.464
C -1.0734 -1.6106 6.0561 0.0 0.2 0.0 -0.162
C -2.7677 3.5737 -5.0833 -0.1 0.0 0.1 -0.189
C -0.8925 -0.4246 0.0535 2.0 0.0 0.8 -0.190
C 4.1513 -2.4025 0.5225 -0.4 0.0 -0.7 -0.110
C -2.3268 -2.7426 4.1934 -0.1 -0.1 0.2 -0.073
C -3.4247 0.1381 -0.9115 -3.2 0.6 -0.6 -0.126
C -1.9806 2.2705 -5.1570 0.0 0.2 -0.2 -0.137
C 3.3989 0.1219 -0.0984 0.2 0.4 -0.2 -0.272
C -0.5346 4.8629 -5.3975 0.0 1.9 0.4 -0.460
C 3.5344 1.0216 -1.4774 -1.3 0.1 0.1 -0.109
C -0.0253 -3.7070 6.9335 0.3 0.0 0.1 -0.167
C 0.2077 1.0608 -4.7706 0.1 0.4 -0.6 -0.036
H -1.1915 -2.3169 8.0856 0.0 -0.1 0.0 0.099
H -0.0637 5.5055 -7.4847 0.1 -0.1 0.3 0.072
H -0.2378 -6.2057 4.6200 0.1 0.2 0.2 0.063
H -1.2688 -5.7723 5.9876 0.0 -0.1 0.1 0.069
H 1.9251 -5.3054 4.5436 -0.1 0.2 0.1 0.073
H 4.3575 -1.5531 -2.3793 -2.3 -0.8 0.9 0.085
H -3.1041 -1.9697 4.1678 0.2 0.1 0.0 0.070
H 0.0682 -0.2942 3.8829 0.0 -0.4 0.0 0.065
H 2.0056 -1.6804 -0.0099 2.1 0.2 -0.9 0.126
H 0.8740 -3.1915 7.3002 0.0 -0.1 -0.3 0.108
H 5.2180 -2.1864 0.0657 -1.9 -0.4 1.2 0.081
H -1.9468 -0.9513 6.1542 0.0 0.0 -0.2 0.105
H -1.0184 1.7255 -2.5887 0.2 0.1 -0.4 0.056
H -2.2775 -3.1846 3.1914 0.1 0.0 0.2 0.074
H -1.6729 -0.2639 3.6843 -0.1 -0.2 0.2 0.069
H 0.3846 2.7933 -2.6538 -0.1 0.0 -0.1 0.092
H -1.5178 -5.0822 4.3868 0.1 0.2 0.1 0.043
H 3.3453 2.1540 -1.1654 0.8 -2.3 -0.8 0.087
H 2.4223 -1.6357 -2.6532 2.0 -0.4 1.5 0.079
H -2.1404 -3.2723 6.9648 -0.1 0.0 -0.1 0.094
H 3.3173 -3.1306 -1.9271 0.2 2.6 -0.1 0.084
H -3.7512 3.4297 -5.5477 0.1 0.1 0.1 0.114
H 2.6506 0.7524 -2.2311 1.9 0.5 1.7 0.074
H 0.2279 0.7020 -5.8061 0.1 0.3 0.1 0.076
H 4.5364 0.8567 -2.0584 -1.8 0.5 1.3 0.080
H 0.3784 6.4225 -4.1223 -0.2 -0.1 -0.2 0.077
H -1.2659 3.4368 -2.7700 0.1 0.0 -0.1 0.065
H 2.0589 0.1830 1.8604 0.2 1.4 -2.2 0.158
H -0.3886 6.8348 -6.3836 -0.1 -0.3 0.3 0.085
H -2.9609 3.8601 -4.0446 0.1 -0.1 0.0 0.106
H -0.2858 0.2747 -4.1857 -0.1 0.4 0.1 0.080
H -0.1817 -4.5515 7.6167 0.1 -0.1 -0.1 0.101
H -0.2011 -0.9922 6.3097 0.0 -0.2 -0.2 0.111
H 1.2412 1.1347 -4.4121 -0.2 0.1 -0.1 0.078
H -2.5730 5.6277 -5.6641 0.4 0.0 0.0 0.118
H 4.0672 -2.1862 1.6711 0.3 -0.3 -2.3 0.091
H -0.0952 5.0441 -3.2109 -0.2 -0.1 -0.2 0.056
H 2.4182 -4.3223 5.9393 -0.3 0.1 -0.3 0.061
H -1.9632 1.9239 -6.1997 0.2 0.1 0.1 0.124
H -2.0851 4.4714 -6.8845 0.3 0.0 0.1 0.119
H 3.9350 -3.5572 0.3631 0.3 2.5 0.3 0.084
H -0.6942 -1.2565 2.5984 0.1 -0.1 0.6 0.038
H -2.5194 1.4967 -4.5929 0.4 0.1 0.0 0.122
H -1.3353 6.1529 -3.7883 0.1 -0.1 -0.1 0.087
H 1.5685 -5.8384 6.1929 -0.4 0.1 0.0 0.067
H 2.5470 1.9233 1.0950 -0.7 -2.1 -0.3 0.130
H -2.6973 -3.4990 4.8876 0.1 0.0 -0.1 0.052
H 4.4426 0.2024 0.4635 -2.3 -0.1 -0.9 0.144
H 1.1599 5.9835 -6.2882 -0.2 -0.1 0.0 0.085
```
Forces are in eV/Å.

* multiplicity: 3
* total charge: -1
* orbital gap (spin up / spin down): 3.8 / 2.6 eV
* calculated total energy: -2146.76038 Ha
* ⟨S²⟩: 2.01
* highest occupied orbital energy (spin up / spin down): -1.7 / -1.6 eV

=====

This record from the OMol25 dataset describes 8 unconnected molecules or ions with the total composition C27H49NO21. The level of theory is ωB97M-V with the def2-TZVPD basis set.

```
98
Properties=species:S:1:pos:R:3:forces:R:3:lowdin_charge:R:1
O -3.9310 -7.4090 -19.2070 1.1 0.2 1.1 -0.013
O -1.8320 -6.6010 -19.9630 -4.2 -3.9 6.1 -0.035
O -6.7040 -11.8990 -14.2090 -0.9 -3.1 3.0 0.078
O -5.2300 -10.2190 -14.5750 -4.3 -2.5 -1.2 0.094
O 1.7990 -9.1350 -19.9550 2.9 -0.1 0.3 -0.047
O 3.9740 -9.3280 -19.2630 -1.1 0.6 -2.3 -0.034
O -0.3640 -8.9720 -13.6390 -6.7 -3.0 2.2 -0.086
O -2.0640 -9.3870 -11.9900 -0.3 -0.2 -1.3 0.006
O 3.8310 -9.4510 -15.1290 0.2 1.8 -1.8 0.089
O 3.4370 -11.1620 -13.9050 -1.5 -0.8 0.8 0.031
O -7.2160 -10.5160 -15.6940 -1.9 1.9 -2.2 0.089
O -2.4750 -10.0790 -13.9930 0.2 -0.1 1.6 0.047
O -3.4480 -11.5140 -18.0670 2.8 -1.4 -0.2 -0.025
O -1.3510 -12.0680 -18.6780 -2.4 1.2 0.8 -0.007
O 3.4190 -7.6680 -20.9810 -1.7 -7.0 4.9 -0.068
O -0.3630 -13.9740 -15.8960 -6.2 1.9 0.7 -0.031
O -2.2670 -7.4390 -17.6600 -1.1 1.0 -2.8 -0.026
O -2.5980 -13.8620 -15.9560 0.5 -0.2 0.7 0.020
O 5.3140 -10.0780 -13.4500 -2.3 0.8 -2.5 0.101
O -2.5590 -10.4030 -20.0230 0.9 -5.2 6.7 -0.067
O -1.5570 -15.6020 -17.1650 0.0 5.9 4.8 -0.020
N 3.1950 -12.9180 -18.9760 0.6 0.1 0.3 0.193
C 5.0280 -12.1420 -17.4220 3.4 -0.4 2.2 -0.185
C -2.4370 -11.3010 -18.9240 -0.2 4.0 -5.7 -0.348
C 2.0240 -9.6030 -16.7610 -0.9 0.7 -0.7 -0.019
C -8.0030 -12.4070 -14.6480 1.7 -1.0 -2.1 -0.026
C -3.8320 -14.3190 -16.5230 -0.1 -0.4 -0.2 -0.018
C 4.0600 -12.5880 -18.2850 -4.2 -0.9 -1.7 -0.276
C 3.0930 -8.7600 -20.1340 0.6 6.8 -3.4 -0.351
C -6.3140 -10.8390 -14.8050 4.3 3.2 0.6 -0.592
C -8.4550 -11.2810 -15.6150 0.5 -0.9 0.6 -0.281
C -0.8930 -7.1240 -17.3380 0.0 0.0 -1.2 -0.028
C -1.2030 -9.1020 -10.8930 1.7 1.5 -1.4 -0.026
C -2.6210 -7.1870 -18.9920 3.0 3.7 -4.0 -0.375
C -4.6670 -10.8830 -18.3290 -0.6 0.0 -1.6 -0.032
C -8.9570 -11.6970 -16.9780 -0.2 -0.1 -0.1 -0.029
C 4.4550 -14.1000 -15.7590 1.9 1.8 2.6 -0.097
C 2.3950 -9.6670 -15.2990 -0.5 -0.6 0.5 -0.267
C 2.1440 -11.0190 -14.6080 2.4 1.9 1.2 -0.027
C -4.4840 -7.4590 -20.5400 2.1 -0.7 0.4 -0.011
C 0.7500 -8.4880 -20.6980 -0.6 -0.9 -0.6 -0.032
C -1.5470 -14.5260 -16.3320 2.6 -5.4 -4.8 -0.437
C -2.1950 -10.2330 -15.3490 1.7 3.1 -0.5 -0.028
C 5.5480 -13.2270 -16.4140 1.5 -1.1 0.4 -0.211
C 5.3630 -8.9480 -19.4470 0.5 -2.1 5.4 -0.017
C -0.1120 -11.8370 -19.3760 -0.9 0.6 -1.1 -0.008
C 4.2850 -10.1390 -14.1370 2.1 -2.5 3.3 -0.594
C -1.6010 -9.4890 -13.2280 6.1 2.9 -1.4 -0.419
C 0.8030 -14.5350 -16.1860 2.7 -3.3 -2.7 -0.129
H 0.6290 -11.3890 -18.7230 0.0 -0.3 0.1 0.071
H -0.6900 -7.3510 -16.3230 -0.3 -0.8 1.0 0.075
H 1.9900 -8.8540 -14.6450 -0.4 -0.7 -1.0 0.159
H -0.1830 -8.7640 -20.1650 0.6 0.3 -0.5 0.080
H 5.7060 -8.6410 -20.3310 0.3 1.3 -3.8 0.043
H 2.0290 -11.9110 -15.1420 -0.2 -0.9 -1.4 0.081
H -0.3460 -7.7320 -18.0260 1.0 -0.3 -0.1 0.063
H 4.8850 -14.7280 -14.9210 -0.3 0.9 -0.8 0.101
H 5.8000 -11.9680 -18.1500 1.2 0.5 0.1 0.112
H 4.0090 -14.8010 -16.3810 -1.2 -0.8 -1.5 0.043
H -7.6910 -13.3520 -15.2360 -1.0 1.2 0.9 0.157
H -9.2920 -10.7420 -15.1730 0.5 0.7 0.4 0.149
H 2.5230 -10.3420 -17.4480 0.0 0.9 1.0 0.075
H -2.2340 -11.1770 -15.7020 -0.4 -3.5 -0.3 0.047
H 6.0270 -9.8050 -19.1070 -1.3 0.3 -0.7 0.101
H -5.5220 -11.3640 -17.8680 0.5 0.1 1.2 0.087
H 0.9110 -9.7490 -16.9930 1.4 0.3 0.9 0.097
H -9.8010 -12.3880 -16.8900 0.3 -0.4 0.3 0.093
H -1.1860 -9.8590 -15.5630 -0.2 0.1 0.1 0.089
H 4.8780 -11.2130 -16.8890 -0.7 0.3 -0.2 0.114
H -4.4270 -6.6320 -21.1770 0.4 2.0 -0.1 0.081
H -0.3250 -11.2020 -20.2230 0.0 0.6 0.0 0.074
H 2.2780 -8.5480 -16.9830 -0.2 -0.7 -0.9 0.099
H 1.3270 -10.8870 -13.9320 -0.3 -0.1 0.7 0.109
H -5.4650 -7.7720 -20.5000 -2.1 -0.5 0.8 0.071
H -4.2590 -15.2570 -16.0980 0.9 0.6 -0.3 0.122
H -4.9040 -11.0580 -19.3610 0.1 0.3 -0.9 0.094
H -4.5000 -9.8420 -18.1860 -0.7 0.9 0.4 0.091
H 3.8090 -13.3410 -15.2910 -0.5 -0.8 -0.1 0.054
H 0.1420 -12.7620 -19.8470 0.6 -0.8 0.4 0.092
H -0.3100 -8.4730 -11.2250 -1.0 -1.3 0.2 0.117
H 0.8530 -15.5080 -15.6400 0.6 0.6 -0.3 0.117
H -0.5600 -6.0990 -17.4560 -0.7 0.4 -0.5 0.103
H 0.8790 -14.8080 -17.3160 0.0 0.5 1.8 0.133
H -8.6940 -12.6550 -13.8350 0.5 0.3 0.0 0.135
H -3.6950 -14.3290 -17.5890 0.0 -0.7 -0.4 0.093
H -2.9030 -9.6670 -15.8960 -0.7 0.7 -0.5 0.084
H -9.4590 -10.8580 -17.4430 0.4 0.4 -0.4 0.083
H -1.7370 -8.4480 -10.2400 -0.6 -0.1 0.7 0.082
H -3.9560 -8.2070 -21.0550 0.8 -1.2 -0.7 0.076
H -8.1910 -12.1250 -17.6300 -0.1 0.1 0.1 0.088
H 6.2490 -12.7960 -15.6310 -1.3 0.1 -0.8 0.129
H 0.8800 -7.4470 -20.8520 0.3 1.1 0.8 0.079
H 5.6510 -8.2480 -18.6520 -0.6 0.5 -0.4 0.107
H -0.9480 -10.0610 -10.4880 0.4 -0.2 0.6 0.092
H 1.5930 -13.8270 -15.9300 -0.1 -0.4 0.1 0.058
H 6.2640 -13.9210 -16.8900 -0.4 0.3 -0.5 0.104
H 0.7410 -8.8280 -21.7360 -0.1 -0.7 0.2 0.105
H -4.4930 -13.5150 -16.3520 -0.9 0.9 0.6 0.064
```
Forces are in eV/Å.

* relative energy (zero: lowest compared OMol25 entry of this formula, charge and spin): 1.992 eV
* multiplicity: 1
* total charge: 0
* orbital gap: 10.2 eV
* calculated total energy: -2692.70956 Ha
* highest occupied orbital energy: -10.1 eV